Density functional theory data (ωB97M-V/def2-TZVPD) for 7 unconnected molecules or ions with the total composition C42H105N7.

Properties
- net charge = 0
- lowest unoccupied orbital energy (eV) = 0.7019
- multiplicity = 1
- relative energy (zero: lowest compared OMol25 entry of this formula, charge and spin) (kJ/mol) = 17.4
- SMILES = CCN(CC)CC.CCN(CC)CC.CCN(CC)CC.CCN(CC)CC.CCN(CC)CC.CCN(CC)CC.CCN(CC)CC
- Kohn-Sham gap (eV) = 8.83
- molar mass (g mol⁻¹) = 708.35

Each atom is followed by the atoms it is bonded to, with distances in Å.
CARTESIAN COORDINATES (ANGSTROEM)
1 N -16.339 -8.180 -15.279  C11 1.449, C26 1.464, C33 1.465
2 N -21.669 -3.277 -27.964  C22 1.466, C27 1.452, C35 1.439
3 N -20.727 -0.278 -22.402  C23 1.458, C40 1.480, C49 1.454
4 N -13.185 -11.123 -18.605  C15 1.442, C32 1.452, C45 1.444
5 N -14.988 -5.884 -23.536  C13 1.455, C39 1.465, C48 1.448
6 N -12.098 -1.728 -27.062  C18 1.456, C42 1.465, C47 1.447
7 N -7.359 -6.727 -21.907  C8 1.449, C24 1.463, C29 1.459
8 C -7.997 -7.523 -22.936  N7 1.449, C21 1.550, H75 1.107, H83 1.092
9 C -17.084 -5.142 -24.658  C39 1.520, H51 1.084, H107 1.096, H115 1.088
10 C -19.309 -1.823 -23.716  C40 1.515, H58 1.098, H76 1.087, H145 1.095
11 C -15.303 -7.597 -16.108  N1 1.449, C38 1.523, H79 1.109, H120 1.095
12 C -10.324 -2.685 -28.517  C47 1.522, H62 1.093, H122 1.091, H130 1.092
13 C -14.205 -6.061 -24.750  N5 1.455, C17 1.512, H114 1.088, H139 1.112
14 C -16.567 -6.676 -13.372  C33 1.517, H63 1.085, H66 1.092, H92 1.102
15 C -14.345 -10.290 -18.801  N4 1.442, C34 1.535, H80 1.093, H137 1.101
16 C -7.435 -8.348 -19.947  C24 1.519, H84 1.090, H127 1.088, H144 1.095
17 C -12.761 -5.631 -24.629  C13 1.512, H74 1.091, H128 1.091, H138 1.094
18 C -11.305 -0.860 -26.203  N6 1.456, C46 1.533, H132 1.093, H154 1.101
19 C -14.933 -6.098 -21.034  C48 1.527, H54 1.094, H109 1.091, H136 1.086
20 C -23.689 -4.474 -28.980  C22 1.534, H67 1.091, H87 1.091, H100 1.089
21 C -9.446 -7.084 -23.265  C8 1.550, H53 1.091, H91 1.087, H126 1.090
22 C -22.167 -4.307 -28.881  N2 1.466, C20 1.534, H81 1.095, H119 1.087
23 C -20.373 0.126 -21.047  N3 1.458, C41 1.525, H60 1.091, H152 1.105
24 C -7.862 -7.029 -20.567  N7 1.463, C16 1.519, H135 1.091, H140 1.097
25 C -11.408 -9.363 -18.434  C45 1.521, H82 1.093, H125 1.091, H142 1.093
26 C -16.540 -9.591 -15.612  N1 1.464, C43 1.493, H118 1.088, H146 1.109
27 C -21.688 -3.694 -26.573  N2 1.452, C36 1.523, H56 1.089, H148 1.108
28 C -21.542 -0.820 -27.638  C35 1.515, H70 1.096, H86 1.096, H102 1.089
29 C -5.910 -6.872 -21.991  N7 1.459, C44 1.527, H73 1.096, H95 1.094
30 C -14.260 -2.607 -26.241  C42 1.521, H123 1.092, H129 1.092, H141 1.091
31 C -14.089 -12.906 -17.131  C32 1.514, H68 1.093, H90 1.091, H111 1.092
32 C -13.139 -11.738 -17.291  N4 1.452, C31 1.514, H52 1.095, H65 1.106
33 C -16.032 -8.011 -13.857  N1 1.465, C14 1.517, H106 1.097, H121 1.089
34 C -14.676 -10.056 -20.281  C15 1.535, H69 1.089, H116 1.092, H149 1.087
35 C -22.312 -2.007 -28.181  N2 1.439, C28 1.515, H50 1.093, H88 1.100
36 C -20.781 -4.885 -26.291  C27 1.523, H89 1.091, H98 1.093, H147 1.095
37 C -22.450 -0.123 -24.150  C49 1.529, H93 1.093, H97 1.088, H99 1.090
38 C -15.748 -7.300 -17.534  C11 1.523, H77 1.092, H96 1.091, H151 1.089
39 C -16.408 -6.166 -23.762  N5 1.465, C9 1.520, H59 1.090, H133 1.104
40 C -20.368 -1.693 -22.640  N3 1.480, C10 1.515, H85 1.093, H104 1.098
41 C -18.868 0.120 -20.801  C23 1.525, H117 1.093, H143 1.091, H153 1.089
42 C -13.541 -1.488 -26.980  N6 1.465, C30 1.521, H57 1.095, H112 1.099
43 C -17.887 -10.101 -15.219  C26 1.493, H113 1.092, H124 1.098, H131 1.093
44 C -5.328 -5.873 -22.989  C29 1.527, H64 1.092, H71 1.088, H78 1.093
45 C -11.924 -10.628 -19.104  N4 1.444, C25 1.521, H55 1.093, H103 1.093
46 C -11.480 -1.189 -24.716  C18 1.533, H72 1.090, H94 1.089, H110 1.091
47 C -11.583 -1.836 -28.410  N6 1.447, C12 1.522, H101 1.114, H134 1.089
48 C -14.468 -6.609 -22.396  N5 1.448, C19 1.527, H108 1.089, H150 1.109
49 C -22.131 0.003 -22.660  N3 1.454, C37 1.529, H61 1.103, H105 1.093
50 H -22.317 -1.858 -29.264  C35 1.093
51 H -17.025 -4.132 -24.270  C9 1.084
52 H -12.121 -12.118 -17.146  C32 1.095
53 H -9.411 -6.209 -23.916  C21 1.091
54 H -14.461 -6.779 -20.320  C19 1.094
55 H -12.038 -10.431 -20.174  C45 1.093
56 H -21.382 -2.872 -25.927  C27 1.089
57 H -13.937 -1.374 -27.994  C42 1.095
58 H -18.415 -1.287 -23.372  C10 1.098
59 H -16.859 -6.129 -22.770  C39 1.090
60 H -20.737 1.144 -20.904  C23 1.091
61 H -22.852 -0.602 -22.086  C49 1.103
62 H -10.404 -3.604 -27.931  C12 1.093
63 H -17.646 -6.601 -13.458  C14 1.085
64 H -5.652 -6.079 -24.011  C44 1.092
65 H -13.268 -11.009 -16.470  C32 1.106
66 H -16.168 -6.340 -12.412  C14 1.092
67 H -24.104 -4.917 -28.074  C20 1.091
68 H -13.927 -13.384 -16.161  C31 1.093
69 H -15.447 -9.294 -20.385  C34 1.089
70 H -20.674 -0.556 -28.252  C28 1.096
71 H -5.638 -4.865 -22.720  C44 1.088
72 H -11.497 -2.274 -24.612  C46 1.090
73 H -5.606 -7.898 -22.231  C29 1.096
74 H -12.712 -4.585 -24.325  C17 1.091
75 H -8.044 -8.607 -22.717  C8 1.107
76 H -19.542 -1.408 -24.693  C10 1.087
77 H -16.172 -8.186 -18.012  C38 1.092
78 H -4.235 -5.902 -22.994  C44 1.093
79 H -14.388 -8.224 -16.105  C11 1.109
80 H -15.228 -10.796 -18.400  C15 1.093
81 H -21.793 -4.045 -29.875  C22 1.095
82 H -11.507 -9.401 -17.347  C25 1.093
83 H -7.464 -7.485 -23.888  C8 1.092
84 H -7.821 -8.411 -18.929  C16 1.090
85 H -20.063 -2.174 -21.707  C40 1.093
86 H -22.142 0.095 -27.687  C28 1.096
87 H -23.925 -5.106 -29.838  C20 1.091
88 H -23.336 -1.958 -27.783  C35 1.100
89 H -21.181 -5.826 -26.669  C36 1.091
90 H -15.148 -12.657 -17.206  C31 1.091
91 H -9.947 -7.920 -23.747  C21 1.087
92 H -16.160 -5.894 -14.032  C14 1.102
93 H -22.206 -1.133 -24.491  C37 1.093
94 H -12.378 -0.755 -24.278  C46 1.089
95 H -5.468 -6.595 -21.030  C29 1.094
96 H -16.546 -6.555 -17.560  C38 1.091
97 H -23.503 0.082 -24.333  C37 1.088
98 H -19.765 -4.794 -26.683  C36 1.093
99 H -21.790 0.517 -24.736  C37 1.090
100 H -24.186 -3.522 -29.162  C20 1.089
101 H -11.305 -0.829 -28.799  C47 1.114
102 H -21.158 -0.872 -26.621  C28 1.089
103 H -11.198 -11.444 -19.072  C45 1.093
104 H -21.269 -2.244 -22.942  C40 1.098
105 H -22.298 1.046 -22.380  C49 1.093
106 H -14.948 -8.070 -13.695  C33 1.097
107 H -18.125 -5.485 -24.690  C9 1.096
108 H -13.383 -6.527 -22.397  C48 1.089
109 H -16.009 -6.228 -20.907  C19 1.091
110 H -10.603 -0.840 -24.168  C46 1.091
111 H -13.877 -13.662 -17.890  C31 1.092
112 H -13.735 -0.521 -26.496  C42 1.099
113 H -18.072 -10.153 -14.143  C43 1.092
114 H -14.690 -5.504 -25.549  C13 1.088
115 H -16.723 -5.247 -25.680  C9 1.088
116 H -13.797 -9.652 -20.788  C34 1.092
117 H -18.371 0.766 -21.529  C41 1.093
118 H -16.341 -9.822 -16.657  C26 1.088
119 H -21.710 -5.253 -28.601  C22 1.087
120 H -14.962 -6.648 -15.683  C11 1.095
121 H -16.578 -8.787 -13.322  C33 1.089
122 H -10.069 -2.959 -29.542  C12 1.091
123 H -14.205 -3.553 -26.783  C30 1.092
124 H -18.041 -11.125 -15.584  C43 1.098
125 H -10.358 -9.190 -18.675  C25 1.091
126 H -9.951 -6.744 -22.361  C21 1.090
127 H -6.356 -8.486 -19.949  C16 1.088
128 H -12.171 -6.256 -23.958  C17 1.091
129 H -15.317 -2.428 -26.034  C30 1.092
130 H -9.452 -2.155 -28.126  C12 1.092
131 H -18.733 -9.545 -15.630  C43 1.093
132 H -10.270 -1.123 -26.435  C18 1.093
133 H -16.530 -7.190 -24.157  C39 1.104
134 H -12.359 -2.135 -29.113  C47 1.089
135 H -8.949 -6.937 -20.536  C24 1.091
136 H -14.649 -5.069 -20.832  C19 1.086
137 H -14.280 -9.334 -18.259  C15 1.101
138 H -12.160 -5.728 -25.539  C17 1.094
139 H -14.264 -7.132 -25.047  C13 1.112
140 H -7.515 -6.203 -19.935  C24 1.097
141 H -13.739 -2.739 -25.292  C30 1.091
142 H -11.980 -8.493 -18.767  C25 1.093
143 H -18.672 0.528 -19.809  C41 1.091
144 H -7.856 -9.199 -20.492  C16 1.095
145 H -18.942 -2.852 -23.784  C10 1.095
146 H -15.774 -10.177 -15.065  C26 1.109
147 H -20.639 -5.027 -25.214  C36 1.095
148 H -22.699 -3.985 -26.228  C27 1.108
149 H -14.913 -11.020 -20.724  C34 1.087
150 H -14.644 -7.701 -22.471  C48 1.109
151 H -14.912 -6.938 -18.130  C38 1.089
152 H -20.839 -0.519 -20.280  C23 1.105
153 H -18.427 -0.872 -20.891  C41 1.089
154 H -11.429 0.204 -26.457  C18 1.101